(A)
ORCA calculation (the ωB97M-V functional and the def2-TZVPD basis) on 3 unconnected molecules or ions with the total composition C6H17NO3.

Properties
Kohn-Sham gap in eV: 10.2
Molar mass in g mol⁻¹: 151.21

The geometry in ORCA input format:
```
! RIJCOSX wB97M-V def2-TZVPD def2/J DEFGRID3
* xyz 0 1
C -2.354 -1.304 -0.977
C -1.470 -0.030 -1.112
C 0.006 -0.281 -1.352
C 0.770 -0.599 -0.021
C 1.884 -1.590 -0.346
N 1.281 0.575 0.687
C 1.021 0.737 1.992
O 0.202 0.165 2.675
H -1.805 -2.072 -1.534
H -3.393 -1.173 -1.259
H -2.331 -1.676 0.052
H -1.836 0.458 -2.031
H -1.643 0.632 -0.267
H 0.420 0.648 -1.782
H 0.316 -1.036 -2.078
H 0.060 -1.043 0.687
H 2.431 -1.789 0.595
H 2.773 -1.181 -0.852
H 1.654 -2.620 -0.620
H 1.633 1.276 0.041
H 1.658 1.567 2.403
O -2.951 0.784 2.222
H -2.074 0.413 2.384
H -3.323 -0.014 1.803
O 2.423 2.833 -0.827
H 1.773 3.484 -0.508
H 2.874 2.837 0.023
*
```

***

(B)
ORCA calculation (the ωB97M-V functional and the def2-TZVPD basis) on 4 unconnected molecules or ions with the total composition C6H17NO3.

Properties
Kohn-Sham gap in eV: 9.5
Molar mass in g mol⁻¹: 151.21

The geometry in ORCA input format:
```
! RIJCOSX wB97M-V def2-TZVPD def2/J DEFGRID3
* xyz 0 1
C -2.489 -2.162 -0.607
C -1.530 -1.714 0.228
C -1.225 -0.287 0.343
C -1.745 0.426 1.345
C -1.978 1.896 1.425
N -0.089 0.247 -0.445
C -0.594 0.848 -1.644
H -2.800 -3.205 -0.391
H -2.687 -1.648 -1.529
H -1.103 -2.222 1.075
H -2.310 -0.264 1.986
H -2.539 2.023 2.318
H -2.407 2.155 0.456
H -1.142 2.592 1.551
H 0.423 0.854 0.197
H 0.182 0.804 -2.480
H -1.059 1.826 -1.463
H -1.382 0.298 -2.159
O 2.672 2.570 0.509
H 3.067 2.474 1.377
H 3.357 2.836 -0.115
O 3.625 -0.255 -0.283
H 2.696 -0.260 -0.528
H 3.923 -1.167 -0.268
O 1.235 -2.252 -0.494
H 0.788 -1.652 0.112
H 0.686 -2.061 -1.263
*
```

***

Stability check: which of them is least stable? (B).

***

(A)
ORCA calculation (the ωB97M-V functional and the def2-TZVPD basis) on 3 unconnected molecules or ions with the total composition C5H17N2O3.

Properties
Kohn-Sham gap in eV: 9.4
Molar mass in g mol⁻¹: 153.20

The geometry in ORCA input format:
```
! RIJCOSX wB97M-V def2-TZVPD def2/J DEFGRID3
* xyz 1 1
C 1.831 1.153 -0.020
O 1.862 -0.196 -0.519
C 1.100 1.256 1.345
C -0.430 1.314 1.193
C -0.950 0.295 0.235
C -1.779 -0.684 0.531
N -2.043 -1.702 -0.505
N 1.522 2.340 2.184
H 1.313 1.733 -0.785
H 2.842 1.556 0.041
H 2.604 -0.655 -0.098
H 1.393 0.330 1.840
H -0.706 2.305 0.831
H -0.841 1.156 2.184
H -0.565 0.345 -0.779
H -2.377 -0.781 1.425
H -2.998 -2.054 -0.527
H -1.869 -1.297 -1.440
H -1.360 -2.470 -0.341
H 2.485 2.323 2.495
H 1.295 3.255 1.810
H 1.027 -1.861 -0.368
H 0.984 -3.367 -0.704
O 0.474 -2.667 -0.283
H -1.229 -0.657 -3.719
H -2.222 0.492 -3.242
O -1.629 -0.220 -2.958
*
```

***

(B)
ORCA calculation (the ωB97M-V functional and the def2-TZVPD basis) on 3 unconnected molecules or ions with the total composition C5H17N2O3.

Properties
Kohn-Sham gap in eV: 11.3
Molar mass in g mol⁻¹: 153.20

The geometry in ORCA input format:
```
! RIJCOSX wB97M-V def2-TZVPD def2/J DEFGRID3
* xyz 1 1
N 1.473 0.992 0.457
C 0.139 0.203 0.229
C 0.226 -0.523 -1.049
C 1.311 -1.575 -1.059
C 0.412 0.472 -2.244
C -0.130 -0.538 1.561
N -1.368 -0.887 1.862
O 0.911 -0.749 2.185
H 1.218 1.804 1.016
H 1.700 1.164 -0.517
H 2.081 0.422 1.116
H -0.649 1.071 0.191
H -0.780 -0.932 -1.454
H 0.925 -2.626 -1.573
H 1.543 -1.767 0.002
H 2.318 -1.236 -1.648
H -0.487 0.335 -2.793
H 0.705 1.612 -2.142
H 1.290 0.316 -2.880
H -2.006 -0.821 1.085
H -1.310 -1.576 2.629
H -3.920 0.117 -1.512
H -3.762 -1.339 -0.708
O -3.396 -0.480 -1.037
H 0.780 1.466 3.053
H 0.359 2.981 2.860
O 0.418 2.094 2.371
*
```

***

Stability check: which of them is least stable? (B).

***

(A)
ORCA calculation (the ωB97M-V functional and the def2-TZVPD basis) on 2 unconnected molecules or ions with the total composition C6H10NO.

Properties
Kohn-Sham gap (spin up / spin down) in eV: 8.0 / 7.4
Molar mass in g mol⁻¹: 112.15

The geometry in ORCA input format:
```
! RIJCOSX wB97M-V def2-TZVPD def2/J DEFGRID3
* xyz 1 1
C -1.662 -3.757 0.511
C -1.023 -2.756 0.629
C -0.734 1.388 -0.064
C 0.694 1.368 -0.429
C 1.164 1.431 -1.848
C 0.258 -0.547 1.227
N -0.015 0.115 -0.015
O -0.273 0.053 2.296
H -2.162 -4.661 0.294
H -1.037 1.777 0.900
H -1.487 1.478 -0.836
H 1.405 1.713 0.314
H 1.616 2.404 -2.033
H 0.345 1.297 -2.555
H 1.924 0.673 -2.038
H 1.199 -1.077 1.284
H -0.198 -0.549 -0.770
H -0.014 -0.352 3.134
*
```

***

(B)
ORCA calculation (the ωB97M-V functional and the def2-TZVPD basis) on 2 unconnected molecules or ions with the total composition C6H10NO.

Properties
Kohn-Sham gap in eV: 8.3
Molar mass in g mol⁻¹: 112.15

The geometry in ORCA input format:
```
! RIJCOSX wB97M-V def2-TZVPD def2/J DEFGRID3
* xyz 1 1
C -0.103 -0.733 0.164
C -0.804 0.491 0.781
C -2.225 0.367 0.128
C -2.171 -0.968 -0.549
C 1.257 -0.896 0.090
C 2.510 -0.948 -0.079
N -0.891 -1.521 -0.461
O 2.509 1.657 -0.267
H -0.984 0.107 1.826
H -0.122 1.302 0.684
H -2.883 0.311 1.025
H -2.602 1.143 -0.515
H -2.727 -1.723 0.005
H -2.520 -0.949 -1.581
H 2.441 2.564 0.184
H 3.226 -1.465 0.629
H 3.094 -0.786 -0.974
H 2.993 2.047 -1.090
*
```

***

(C)
ORCA calculation (the ωB97M-V functional and the def2-TZVPD basis) on a gas-phase ion, C6H10NO (charge +1).

Properties
Kohn-Sham gap in eV: 10.2
Molar mass in g mol⁻¹: 112.15

The geometry in ORCA input format:
```
! RIJCOSX wB97M-V def2-TZVPD def2/J DEFGRID3
* xyz 1 1
C -0.452 -0.899 0.142
C 1.701 -0.245 -0.240
C -1.136 -2.035 0.084
C 2.820 -0.855 -0.138
C 0.421 1.353 0.790
C -1.616 0.936 -0.867
N -0.898 0.461 0.364
O 1.410 1.013 -0.080
H -2.225 -1.941 0.363
H -0.746 -2.959 -0.180
H 3.682 -0.312 -0.267
H 2.947 -1.841 -0.366
H 0.256 2.410 0.711
H 0.777 1.195 1.854
H -1.794 2.083 -0.871
H -0.998 0.631 -1.737
H -2.701 0.498 -0.899
H -1.447 0.505 1.338
*
```

***

Stability check: which of them is least stable? (A).

***

(A)
ORCA calculation (the ωB97M-V functional and the def2-TZVPD basis) on a single C5H14N4 molecule.

Properties
Kohn-Sham gap in eV: 9.5
Molar mass in g mol⁻¹: 130.19

The geometry in ORCA input format:
```
! RIJCOSX wB97M-V def2-TZVPD def2/J DEFGRID3
* xyz 0 1
H -2.050 -2.020 1.644
N -1.404 -1.683 0.925
C -0.465 -0.952 1.345
C -0.264 -0.501 2.761
C 0.569 -0.346 0.159
C 1.032 -1.530 -0.685
N -0.180 0.687 -0.493
N -1.322 0.283 -1.195
C 0.774 1.535 -1.478
N 0.228 2.819 -1.724
H 0.712 -0.829 3.120
H -1.034 -0.900 3.426
H -0.283 0.588 2.800
H 1.414 0.133 0.658
H 1.629 -2.198 -0.068
H 1.649 -1.195 -1.519
H 0.176 -2.088 -1.055
H -1.195 -0.618 -1.681
H -2.069 0.106 -0.530
H 1.772 1.619 -1.046
H 0.813 0.968 -2.417
H 0.223 3.384 -0.883
H -0.724 2.737 -2.066
*
```

***

(B)
ORCA calculation (the ωB97M-V functional and the def2-TZVPD basis) on 2 unconnected molecules or ions with the total composition C5H14N4.

Properties
Kohn-Sham gap in eV: 9.2
Molar mass in g mol⁻¹: 130.19

The geometry in ORCA input format:
```
! RIJCOSX wB97M-V def2-TZVPD def2/J DEFGRID3
* xyz 0 1
H 0.086 -3.724 -0.244
N 0.757 -3.050 -0.640
C 0.208 -1.900 -0.451
N -1.070 -1.668 0.034
C -1.638 -0.450 0.589
N -1.947 -2.782 -0.132
H 0.683 -1.032 -0.924
H -2.116 0.105 -0.224
H -0.910 0.110 1.176
H -2.450 -0.670 1.290
H -2.564 -2.627 -0.932
H -2.533 -2.915 0.694
C -0.178 2.329 -0.901
C 0.846 1.492 -0.687
C 1.541 1.257 0.687
N 2.726 2.078 0.809
H -0.429 2.641 -1.910
H -0.767 2.736 -0.085
H 1.425 1.147 -1.541
H 1.832 0.207 0.789
H 0.850 1.472 1.511
H 3.160 2.251 -0.095
H 2.490 2.992 1.187
*
```

***

Stability check: which of them is least stable? (B).

***

(A)
ORCA calculation (the ωB97M-V functional and the def2-TZVPD basis) on 2 unconnected molecules or ions with the total composition C7H7NS.

Properties
Kohn-Sham gap in eV: 8.9
Molar mass in g mol⁻¹: 137.21

The geometry in ORCA input format:
```
! RIJCOSX wB97M-V def2-TZVPD def2/J DEFGRID3
* xyz 0 1
C -0.589 -0.570 1.793
C -0.367 0.353 -0.455
C -0.925 1.650 -0.256
C 2.372 -0.486 0.020
C -0.259 -0.546 0.467
C -1.394 2.360 -1.230
C 0.435 -1.826 0.107
N -0.727 -0.908 2.887
S 3.736 -0.604 0.713
H -0.068 0.219 -1.454
H -1.007 1.890 0.754
H -1.264 1.868 -2.198
H -1.752 3.368 -1.243
H 0.344 -2.105 -0.932
H -0.083 -2.565 0.754
H 1.548 -2.098 0.274
*
```

***

(B)
ORCA calculation (the ωB97M-V functional and the def2-TZVPD basis) on a single C7H7NS molecule.

Properties
Kohn-Sham gap in eV: 9.1
Molar mass in g mol⁻¹: 137.21

The geometry in ORCA input format:
```
! RIJCOSX wB97M-V def2-TZVPD def2/J DEFGRID3
* xyz 0 1
C 0.641 1.342 1.684
C -0.573 1.327 1.184
C -0.901 1.404 -0.207
C -0.372 0.758 -1.220
C 0.649 -0.254 -1.231
C 0.370 -1.452 -0.746
S 1.698 -2.672 -0.760
C -0.874 -1.812 -0.176
N -1.926 -2.131 0.159
H 0.881 1.584 2.773
H 1.431 1.181 1.089
H -1.364 1.596 1.873
H -1.731 2.049 -0.367
H -0.666 1.022 -2.242
H 1.593 -0.065 -1.585
H 1.144 -3.877 -0.228
*
```

***

(C)
ORCA calculation (the ωB97M-V functional and the def2-TZVPD basis) on a molecular structure, C7H7NS.

Properties
Kohn-Sham gap (spin up / spin down) in eV: 7.4 / 6.4
Molar mass in g mol⁻¹: 137.21

The geometry in ORCA input format:
```
! RIJCOSX wB97M-V def2-TZVPD def2/J DEFGRID3
* xyz 0 1
C 0.578 -1.054 -1.247
C 1.327 -2.193 -1.316
C 0.741 0.163 -1.921
C -0.706 0.907 0.478
C -0.254 -0.457 1.120
C 0.319 1.792 -0.335
C -0.342 -1.556 0.167
N 0.586 1.359 -1.693
S 0.867 -2.834 0.236
H -1.473 0.541 -0.331
H -1.004 1.696 1.222
H 0.646 -0.241 1.682
H -1.058 -0.676 2.012
H -0.134 2.692 -0.326
H 1.294 1.797 0.299
H -1.387 -1.937 -0.047
*
```

***

Stability check: which of them is least stable? (C).

***

(A)
ORCA calculation (the ωB97M-V functional and the def2-TZVPD basis) on 2 unconnected molecules or ions with the total composition C4H5N2.

Properties
Kohn-Sham gap (spin up / spin down) in eV: 8.0 / 6.1
Molar mass in g mol⁻¹: 81.10

The geometry in ORCA input format:
```
! RIJCOSX wB97M-V def2-TZVPD def2/J DEFGRID3
* xyz 1 1
C 4.449 -0.061 -0.752
C 3.567 -0.336 -0.038
C -1.922 -0.822 -0.771
C -0.514 1.287 -0.057
N 0.147 0.021 0.118
N -0.989 0.004 -0.510
H 5.120 0.486 -1.286
H -1.623 -1.800 -0.739
H -2.818 -0.527 -1.106
H -0.870 1.963 0.773
H -0.338 1.842 -0.954
*
```

***

(B)
ORCA calculation (the ωB97M-V functional and the def2-TZVPD basis) on a molecular structure, C4H5N2.

Properties
Kohn-Sham gap in eV: 9.5
Molar mass in g mol⁻¹: 81.10

The geometry in ORCA input format:
```
! RIJCOSX wB97M-V def2-TZVPD def2/J DEFGRID3
* xyz 1 1
C -1.945 -0.425 0.121
C -0.017 -0.476 0.046
C -0.712 1.095 -0.123
C 1.371 -0.709 0.081
N -0.993 -1.328 0.187
N -2.115 0.786 0.008
H -0.488 1.712 0.647
H -0.609 1.668 -0.943
H 1.869 0.098 0.474
H 1.824 -0.767 -0.959
H 1.815 -1.653 0.462
*
```

***

(C)
ORCA calculation (the ωB97M-V functional and the def2-TZVPD basis) on 2 unconnected molecules or ions with the total composition C4H5N2.

Properties
Kohn-Sham gap in eV: 9.9
Molar mass in g mol⁻¹: 81.10

The geometry in ORCA input format:
```
! RIJCOSX wB97M-V def2-TZVPD def2/J DEFGRID3
* xyz 1 1
C -0.295 -0.022 0.115
C -2.457 -0.392 0.054
C 1.861 0.458 0.120
C 1.029 -0.716 0.037
N -3.199 0.511 0.062
N 0.551 0.793 -0.424
H -2.360 -1.422 0.054
H 1.937 0.841 1.146
H 2.746 0.537 -0.386
H 0.888 -1.447 -0.713
H -3.484 1.536 0.115
*
```

***

Stability check: which of them is least stable? (A).

***

(A)
ORCA calculation (the ωB97M-V functional and the def2-TZVPD basis) on 2 unconnected molecules or ions with the total composition C4H5N2.

Properties
Kohn-Sham gap (spin up / spin down) in eV: 10.9 / 4.2
Molar mass in g mol⁻¹: 81.10

The geometry in ORCA input format:
```
! RIJCOSX wB97M-V def2-TZVPD def2/J DEFGRID3
* xyz 1 1
C -0.140 2.240 -1.056
C -0.510 1.253 -1.772
C 0.717 -0.706 0.217
C 0.730 -1.427 2.532
N 0.765 -1.099 1.329
N -0.877 0.174 -2.424
H 0.222 3.061 -0.482
H 1.522 -2.302 2.741
H -0.129 -1.106 3.166
H -1.600 -0.445 -2.061
H -0.276 -0.149 -3.242
*
```

***

(B)
ORCA calculation (the ωB97M-V functional and the def2-TZVPD basis) on a gas-phase ion, C4H5N2 (charge +1).

Properties
Kohn-Sham gap in eV: 9.0
Molar mass in g mol⁻¹: 81.10

The geometry in ORCA input format:
```
! RIJCOSX wB97M-V def2-TZVPD def2/J DEFGRID3
* xyz 1 1
C 2.081 1.108 0.080
N 1.400 0.046 0.090
C 0.616 -1.005 -0.063
C -0.755 -1.200 0.065
C -1.788 -0.067 0.165
N -2.636 0.747 0.156
H 2.685 1.596 0.745
H 1.959 1.744 -0.712
H 1.124 -1.848 -0.359
H -1.174 -2.175 0.013
H -3.512 1.054 -0.179
*
```

***

Stability check: which of them is least stable? (A).

***

(A)
ORCA calculation (the ωB97M-V functional and the def2-TZVPD basis) on a molecular structure, C7H9N.

Properties
Kohn-Sham gap (spin up / spin down) in eV: 8.1 / 8.1
Molar mass in g mol⁻¹: 107.16

The geometry in ORCA input format:
```
! RIJCOSX wB97M-V def2-TZVPD def2/J DEFGRID3
* xyz 0 1
C -0.524 -1.560 -0.459
C 0.490 1.726 -0.187
C 0.183 0.440 0.590
C 0.682 -0.839 -0.089
C 1.965 -1.177 -0.202
N 0.351 0.434 1.909
C -1.589 -0.199 -0.127
C -2.737 0.161 -0.284
H -0.229 1.154 2.346
H -0.667 -1.748 -1.522
H -0.817 -2.380 0.196
H 0.605 1.554 -1.259
H -0.344 2.418 -0.051
H 1.389 2.189 0.222
H 2.268 -2.004 -0.835
H 2.724 -0.563 0.268
H -3.749 0.394 -0.516
*
```

***

(B)
ORCA calculation (the ωB97M-V functional and the def2-TZVPD basis) on a single C7H9N molecule.

Properties
Kohn-Sham gap in eV: 8.8
Molar mass in g mol⁻¹: 107.16

The geometry in ORCA input format:
```
! RIJCOSX wB97M-V def2-TZVPD def2/J DEFGRID3
* xyz 0 1
C -1.575 -1.486 -0.196
C -0.494 -2.137 0.261
C 0.732 -1.319 0.445
C 0.547 0.018 -0.064
C 1.051 0.927 -1.071
C 0.443 2.105 -0.865
C -0.174 2.252 0.357
N -0.269 0.803 0.639
H -2.661 -1.783 -0.014
H -1.375 -0.275 -0.340
H -0.696 -3.236 0.241
H 1.144 -1.291 1.520
H 1.821 -1.707 0.031
H 1.330 0.447 -2.052
H 0.923 2.895 -1.564
H -0.429 3.164 0.846
H -0.317 0.622 1.826
*
```

***

Stability check: which of them is least stable? (A).